<a>
The following is a DFT calculation (wB97M-V/def2-TZVPD) of a 2-piece molecular cluster, C5H10O overall.

Geometry as XYZ:
```
16
C5H10O wB97M-V/def2-TZVPD
O 2.481 0.762 -0.097
C 1.801 -0.327 0.381
C 0.795 -0.876 -0.291
C -0.031 -2.017 0.221
C -2.246 1.395 -0.535
C -1.100 1.699 0.063
H 3.191 0.984 0.513
H 0.362 -2.411 1.165
H 2.122 -0.708 1.352
H 0.523 -0.442 -1.251
H -1.065 -1.694 0.395
H -0.068 -2.844 -0.498
H -2.354 1.429 -1.617
H -3.126 1.098 0.031
H -0.994 1.657 1.145
H -0.212 1.988 -0.494
```

## Properties
SMILES   C/C=C/O.C=C
Total charge   0
Highest occupied orbital energy   -0.3136 Ha

How is the electron density shared among the atoms? According to natural (NBO), the charges in e are: -0.689 0.114 -0.270 -0.630 -0.404 -0.376 0.479 0.206 0.160 0.208 0.215 0.211 0.192 0.191 0.192 0.201

=====

<b>
The following is a DFT calculation (wB97M-V/def2-TZVPD) of one molecule with the formula C5H10O.

Geometry as XYZ:
```
16
C5H10O wB97M-V/def2-TZVPD
C -0.286 1.265 -0.548
C -0.625 -0.034 0.194
C -1.554 -1.043 -0.477
C 0.784 -0.629 0.255
C 1.740 0.292 0.817
O 1.303 -1.234 1.355
H 0.826 1.386 -0.359
H -0.727 2.181 -0.152
H -0.392 1.182 -1.632
H -0.972 0.178 1.217
H -2.606 -0.746 -0.482
H -1.469 -1.999 0.058
H -1.241 -1.217 -1.514
H 1.059 -1.076 -0.709
H 2.749 0.462 0.432
H 1.412 1.033 1.545
```

## Properties
SMILES   CC(C)[C@H]1CO1
Total charge   0
Highest occupied orbital energy   -0.3625 Ha

How is the electron density shared among the atoms? According to natural (NBO), the charges in e are: -0.605 -0.259 -0.601 0.065 -0.157 -0.499 0.208 0.218 0.211 0.211 0.213 0.215 0.202 0.163 0.211 0.204

=====

<c>
The following is a DFT calculation (wB97M-V/def2-TZVPD) of one molecule with the formula C5H10O.

Geometry as XYZ:
```
16
C5H10O wB97M-V/def2-TZVPD
C -0.880 -0.027 -1.285
C 0.193 0.059 -0.161
C 1.313 -0.899 -0.397
C 0.170 1.389 0.472
C -0.235 0.298 1.409
O -1.467 -0.385 1.411
H -1.101 -1.035 -1.658
H -1.827 0.472 -1.060
H -0.436 0.525 -2.137
H 2.095 -0.752 0.347
H 1.708 -0.850 -1.415
H 0.910 -1.918 -0.262
H 1.166 1.759 0.707
H -0.537 2.142 0.155
H 0.048 0.516 2.465
H -1.120 -1.293 1.407
```

## Properties
SMILES   CC1(C)C[C@H]1O
Total charge   0
Highest occupied orbital energy   -0.3063 Ha

How is the electron density shared among the atoms? According to natural (NBO), the charges in e are: -0.611 0.011 -0.608 -0.447 -0.007 -0.714 0.206 0.228 0.212 0.214 0.204 0.202 0.223 0.215 0.205 0.466

=====

Decreasing stability: <a>, <b>, <c>

=====

<a>
The following is a DFT calculation (wB97M-V/def2-TZVPD) of one molecule with the formula C5H10O.

Geometry as XYZ:
```
16
C5H10O wB97M-V/def2-TZVPD
O 1.970 1.196 0.357
C 2.022 -0.152 0.060
C 0.446 -0.949 -0.529
C -0.571 -0.316 0.326
C -1.988 -0.111 -0.102
C -1.051 1.063 -0.032
H 1.463 1.301 1.181
H 2.277 -0.759 0.926
H 2.011 -0.470 -0.952
H 0.555 -2.037 -0.381
H 0.165 -0.846 -1.613
H -0.389 -0.520 1.379
H -2.278 -0.479 -1.083
H -2.754 -0.201 0.660
H -0.696 1.494 -0.967
H -1.183 1.786 0.768
```

## Properties
SMILES   OCCC1CC1
Total charge   0
Highest occupied orbital energy   -0.3072 Ha

How is the electron density shared among the atoms? According to natural (NBO), the charges in e are: -0.696 -0.098 -0.437 -0.254 -0.424 -0.422 0.468 0.168 0.234 0.206 0.196 0.204 0.211 0.214 0.219 0.211

=====

<b>
The following is a DFT calculation (wB97M-V/def2-TZVPD) of a 2-piece molecular cluster, C5H10O overall.

Geometry as XYZ:
```
16
C5H10O wB97M-V/def2-TZVPD
C 1.564 -0.261 -0.039
C 0.829 -0.449 1.046
C 2.000 1.143 -0.277
C -0.048 -0.383 1.966
C -2.235 -0.452 -0.937
O -1.039 -0.815 -1.664
H 2.118 -1.113 -0.344
H 2.801 1.427 -0.994
H 1.011 1.486 -0.585
H 2.193 1.810 0.586
H 0.021 -0.187 3.034
H -1.107 -0.441 1.614
H -0.365 -0.370 -1.148
H -2.163 -0.847 0.044
H -3.086 -1.104 -1.354
H -2.493 0.557 -0.948
```

## Properties
SMILES   C=C=CC.CO
Total charge   0
Highest occupied orbital energy   -0.3422 Ha

How is the electron density shared among the atoms? According to natural (NBO), the charges in e are: -0.333 0.123 -0.646 -0.502 -0.254 -0.721 0.237 0.231 0.219 0.223 0.233 0.219 0.468 0.157 0.179 0.168

=====

Decreasing stability: <b>, <a>

=====

<a>
The following is a DFT calculation (wB97M-V/def2-TZVPD) of one molecule with the formula C5H10O.

Geometry as XYZ:
```
16
C5H10O wB97M-V/def2-TZVPD
C 0.039 -1.544 1.054
C 0.018 -0.670 -0.198
C -1.104 0.393 -0.154
C -0.384 1.678 -0.562
O 0.931 1.522 -0.065
C 1.297 0.186 -0.357
H -0.912 -2.076 1.182
H 0.843 -2.287 1.008
H 0.204 -0.925 1.944
H -0.105 -1.307 -1.081
H -1.944 0.154 -0.814
H -1.486 0.484 0.871
H -0.808 2.583 -0.121
H -0.372 1.794 -1.660
H 1.692 0.117 -1.384
H 2.092 -0.102 0.337
```

## Properties
SMILES   C[C@H]1CCOC1
Total charge   0
Highest occupied orbital energy   -0.3569 Ha

How is the electron density shared among the atoms? According to natural (NBO), the charges in e are: -0.601 -0.250 -0.427 -0.071 -0.524 -0.071 0.209 0.207 0.206 0.202 0.214 0.204 0.194 0.156 0.163 0.188

=====

<b>
The following is a DFT calculation (wB97M-V/def2-TZVPD) of one molecule with the formula C5H10O.

Geometry as XYZ:
```
16
C5H10O wB97M-V/def2-TZVPD
O 2.028 0.782 -0.194
C 2.049 -0.590 -0.032
C 0.644 -0.971 -0.381
C -0.406 0.191 0.449
C -1.748 0.064 -0.233
C -1.478 1.394 0.327
H 0.884 0.872 0.031
H 2.355 -0.939 0.974
H 2.625 -1.203 -0.758
H 0.366 -2.001 -0.093
H 0.490 -0.815 -1.456
H -0.350 -0.059 1.505
H -1.671 -0.010 -1.319
H -2.446 -0.616 0.227
H -1.327 2.262 -0.306
H -2.015 1.639 1.259
```

## Properties
SMILES   OCCC1CC1
Total charge   0
Highest occupied orbital energy   -0.3459 Ha

How is the electron density shared among the atoms? According to natural (NBO), the charges in e are: -0.744 -0.098 -0.294 -0.429 -0.408 -0.334 0.464 0.148 0.179 0.211 0.204 0.222 0.215 0.216 0.222 0.225

=====

Decreasing stability: <a>, <b>

=====

<a>
The following is a DFT calculation (wB97M-V/def2-TZVPD) of one molecule with the formula C5H10O.

Geometry as XYZ:
```
16
C5H10O wB97M-V/def2-TZVPD
C -0.941 -0.061 -1.324
C -0.188 1.157 1.497
C 0.549 1.039 0.246
O 1.231 1.037 1.491
C 0.409 -0.207 -0.612
C 0.529 -1.515 0.167
H -0.976 0.877 -1.890
H -1.753 -0.023 -0.588
H -1.130 -0.887 -2.018
H -0.606 2.121 1.779
H -0.702 0.277 1.887
H 0.716 1.954 -0.330
H 1.191 -0.201 -1.383
H -0.279 -1.636 0.898
H 1.480 -1.571 0.704
H 0.471 -2.362 -0.524
```

## Properties
SMILES   CC(C)[C@H]1CO1
Total charge   0
Highest occupied orbital energy   -0.3754 Ha

How is the electron density shared among the atoms? According to natural (NBO), the charges in e are: -0.600 -0.124 0.066 -0.492 -0.246 -0.610 0.209 0.203 0.213 0.182 0.179 0.181 0.202 0.200 0.225 0.212

=====

<b>
The following is a DFT calculation (wB97M-V/def2-TZVPD) of one molecule with the formula C5H10O.

Geometry as XYZ:
```
16
C5H10O wB97M-V/def2-TZVPD
C 2.543 -0.063 0.047
C 1.224 0.351 -0.594
C 0.025 0.052 0.293
O 0.140 -0.065 1.495
C -1.317 -0.093 -0.402
C -2.490 -0.163 0.565
H 3.393 0.236 -0.573
H 2.647 0.392 1.035
H 2.583 -1.148 0.182
H 1.083 -0.122 -1.574
H 1.211 1.435 -0.782
H -1.257 -1.006 -1.013
H -1.433 0.728 -1.122
H -2.607 0.784 1.101
H -3.423 -0.376 0.033
H -2.323 -0.943 1.312
```

## Properties
SMILES   CCC(=O)CC
Total charge   0
Highest occupied orbital energy   -0.3519 Ha

How is the electron density shared among the atoms? According to natural (NBO), the charges in e are: -0.605 -0.508 0.604 -0.551 -0.508 -0.606 0.209 0.226 0.209 0.213 0.228 0.225 0.220 0.213 0.208 0.223

=====

Decreasing stability: <b>, <a>

=====

<a>
The following is a DFT calculation (wB97M-V/def2-TZVPD) of a 2-piece molecular cluster, C2H6N4S overall.

Geometry as XYZ:
```
13
C2H6N4S wB97M-V/def2-TZVPD
C -2.124 -0.587 0.123
C -0.389 1.267 -1.257
N -3.142 -0.406 -0.383
N 0.728 1.602 1.225
N 1.700 -1.405 0.239
N -0.931 -0.657 0.618
S 0.273 0.606 0.204
H -0.860 0.431 -1.864
H 0.357 1.821 -1.793
H 0.592 1.401 2.185
H 1.634 -1.785 -0.700
H 2.620 -0.998 0.164
H -0.457 -1.291 1.238
```

## Properties
Total charge   0
Highest occupied orbital energy (spin up / spin down)   -0.3307 / -0.3210 Ha

How is the electron density shared among the atoms? According to natural (NBO), the charges in e are: 0.396 -0.758 -0.345 -1.062 -0.894 -0.837 1.525 0.233 0.228 0.403 0.323 0.325 0.463

=====

<b>
The following is a DFT calculation (wB97M-V/def2-TZVPD) of one molecule with the formula C2H6N4S.

Geometry as XYZ:
```
13
C2H6N4S wB97M-V/def2-TZVPD
C -0.965 -0.725 0.465
C 2.029 0.126 -0.124
H -3.983 0.920 0.621
H -0.530 -1.349 1.245
H -0.509 0.669 -0.810
H 1.288 -1.399 -1.302
H 3.031 -0.387 -0.066
H 2.520 1.772 0.673
N -2.187 -0.421 0.725
N -0.254 -0.332 -0.600
N 1.032 -0.708 -0.559
N 1.672 1.356 0.194
S -3.145 0.478 -0.462
```

## Properties
SMILES   [H]/N=C/NN/C=N\S
Total charge   0
Highest occupied orbital energy   -0.3054 Ha

How is the electron density shared among the atoms? According to natural (NBO), the charges in e are: 0.249 0.249 0.150 0.193 0.409 0.383 0.177 0.346 -0.598 -0.467 -0.447 -0.715 0.070

=====

<c>
The following is a DFT calculation (wB97M-V/def2-TZVPD) of one molecule with the formula C2H6N4S.

Geometry as XYZ:
```
13
C2H6N4S wB97M-V/def2-TZVPD
C -0.501 -0.324 0.810
C 0.234 -0.135 -0.497
H 0.568 -2.178 1.161
H -0.216 -1.691 2.614
H -1.969 0.205 1.841
H 1.436 -0.413 -1.719
H -1.008 1.438 -0.674
H 1.512 2.280 -1.626
N -0.325 -1.700 1.393
N -1.296 0.585 1.181
N 1.366 -0.724 -0.685
N -0.369 0.878 -1.296
S 0.568 1.779 -2.503
```

## Properties
SMILES   [H]/N=C(N)/C(=N/[H])NS
Total charge   0
Highest occupied orbital energy   -0.3519 Ha

How is the electron density shared among the atoms? According to natural (NBO), the charges in e are: 0.415 0.335 0.407 0.376 0.359 0.341 0.438 0.112 -0.852 -0.687 -0.644 -0.772 0.172

=====

Decreasing stability: <c>, <b>, <a>

=====

<a>
The following is a DFT calculation (wB97M-V/def2-TZVPD) of one molecule with the formula C5H9N3.

Geometry as XYZ:
```
17
C5H9N3 wB97M-V/def2-TZVPD
C -1.981 -1.495 -0.615
C -0.783 -0.710 -0.129
N 0.544 -0.162 1.846
C -0.027 -0.073 -1.170
C -0.521 -0.693 1.210
C 2.262 2.269 -0.370
N 0.906 0.814 -1.183
N 1.822 1.074 -0.223
H 1.227 0.364 1.289
H 0.467 0.031 2.829
H -0.366 -0.310 -2.175
H -1.214 -1.209 1.864
H -1.675 -2.284 -1.302
H -2.695 -0.854 -1.135
H -2.506 -1.966 0.215
H 3.006 2.604 0.336
H 1.532 2.600 -1.287
```

## Properties
SMILES   C=N/N=C\C(C)=C/N
Total charge   0
Highest occupied orbital energy   -0.2814 Ha

How is the electron density shared among the atoms? According to natural (NBO), the charges in e are: -0.600 -0.257 -0.787 0.133 0.115 -0.144 -0.359 -0.309 0.418 0.385 0.185 0.188 0.207 0.206 0.209 0.203 0.210

=====

<b>
The following is a DFT calculation (wB97M-V/def2-TZVPD) of C5H9N3 as an isolated structure.

Geometry as XYZ:
```
17
C5H9N3 wB97M-V/def2-TZVPD
C 1.712 2.113 -1.074
C -0.837 0.330 -0.591
C -1.784 -0.759 -0.028
C 0.253 -1.626 0.904
C 0.522 -0.167 0.006
H 2.045 2.032 0.346
H 2.012 2.929 -1.772
H -1.113 1.469 -0.185
H -2.768 -0.349 0.577
H -1.872 -1.525 -0.745
H -1.126 -0.477 2.153
H 1.030 -1.576 1.818
H 0.502 -2.523 0.160
H 1.292 0.266 0.602
N 0.893 1.367 -2.006
N 0.432 -0.065 -1.431
N -1.193 -1.440 1.265
```

## Properties
Total charge   0
Highest occupied orbital energy   -0.3409 Ha

How is the electron density shared among the atoms? According to natural (NBO), the charges in e are: -0.179 -0.157 -0.262 -0.250 -0.123 0.215 0.215 0.235 0.228 0.212 0.318 0.209 0.215 0.200 -0.234 -0.253 -0.588

=====

<c>
The following is a DFT calculation (wB97M-V/def2-TZVPD) of C5H9N3 as an isolated structure.

Geometry as XYZ:
```
17
C5H9N3 wB97M-V/def2-TZVPD
C 1.590 1.093 -0.183
C -0.471 0.016 0.172
C -1.878 -0.254 0.049
C 0.064 -0.557 -1.033
C 0.355 -0.808 1.253
H 1.863 1.307 1.314
H 1.838 2.250 -0.884
H 2.235 -0.356 -0.603
H -0.264 2.008 -0.693
H -1.908 -1.495 0.041
H -2.653 -0.175 1.021
H -2.449 -0.035 -0.891
H -0.834 -0.464 -1.862
H 0.205 -0.763 2.426
N 0.109 1.349 0.227
N 0.908 -1.593 -0.949
N 1.292 -1.521 0.593
```

## Properties
Total charge   0
Highest occupied orbital energy   -0.3283 Ha

How is the electron density shared among the atoms? According to natural (NBO), the charges in e are: -0.546 -0.151 -0.623 0.120 0.087 0.178 0.221 0.341 0.357 0.242 0.246 0.238 0.235 0.249 -0.617 -0.283 -0.295

=====

<d>
The following is a DFT calculation (wB97M-V/def2-TZVPD) of one molecule with the formula C5H9N3.

Geometry as XYZ:
```
17
C5H9N3 wB97M-V/def2-TZVPD
C 0.188 -1.288 -1.083
C 0.154 0.246 -0.947
C 1.683 0.674 -1.060
C -0.173 -0.174 1.677
C -2.003 0.863 1.838
H 1.018 -1.945 -0.764
H 0.182 -1.714 -2.253
H -0.878 -1.850 -0.677
H -0.759 0.570 -1.351
H 2.110 0.566 -2.087
H 1.799 1.909 -1.116
H 2.393 0.156 -0.206
H 0.573 -1.019 2.110
H -3.034 1.361 2.251
N -0.518 0.360 0.452
N -1.149 0.059 2.525
N -1.588 1.225 0.691
```

## Properties
SMILES   CC(C)n1cncn1
Total charge   0
Highest occupied orbital energy   -0.3630 Ha

How is the electron density shared among the atoms? According to natural (NBO), the charges in e are: -0.651 -0.077 -0.650 0.164 0.150 0.229 0.222 0.228 0.260 0.239 0.231 0.245 0.240 0.205 -0.223 -0.514 -0.297

=====

Decreasing stability: <a>, <d>, <b>, <c>